Below is a cluster of 8 separate species, C49H117F3N6O10S in total, with properties calculated with ωB97M-V/def2-TZVPD.

Positions of all 186 atoms, in Å:
S: -2.425 2.526 -4.301
F: -1.038 0.234 -4.061
F: -0.475 1.520 -5.753
F: -2.306 0.368 -5.908
O: -3.701 2.027 -3.847
O: -0.367 -2.807 5.403
O: -2.962 3.419 -5.340
O: -0.075 6.346 -6.388
O: -3.647 -0.771 1.368
O: -1.563 3.077 -3.272
O: -0.367 -0.928 0.028
O: -0.774 1.385 3.747
O: -3.867 3.049 0.989
O: 4.855 2.371 0.556
N: 1.160 6.693 -3.726
N: -1.708 1.618 1.059
N: 5.993 1.911 3.322
N: -1.540 -2.352 2.418
N: 1.548 -5.556 0.133
N: -4.361 -4.517 -1.952
C: 4.680 2.308 4.094
C: 4.113 -4.894 -0.019
C: 4.564 1.208 1.274
C: -2.629 -1.797 3.340
C: 0.834 4.581 -2.295
C: 4.876 3.380 5.189
C: -3.230 3.113 -0.236
C: -0.097 -2.456 3.005
C: -0.013 -3.601 6.574
C: 1.287 9.080 -2.557
C: -4.018 -4.083 -3.406
C: 5.747 0.825 2.227
C: -6.247 -4.331 -0.158
C: -4.345 -6.037 -1.905
C: 0.103 -5.171 -0.301
C: -0.535 -6.381 -0.987
C: -4.852 -0.433 0.710
C: 1.515 5.216 -3.519
C: 0.403 -7.524 -0.651
C: 7.748 3.029 1.769
C: 1.622 -5.855 1.647
C: 2.644 -4.490 -0.283
C: -2.922 -2.464 -1.858
C: 5.165 -3.832 -0.350
C: -1.809 2.007 4.443
C: 6.977 1.318 4.382
C: -0.846 6.080 -5.194
C: -3.128 -2.810 -3.378
C: 0.023 -3.454 4.193
C: 3.845 2.836 -0.294
C: 6.626 3.146 2.746
C: -5.736 -3.924 -1.514
C: -0.331 6.985 -4.102
C: 1.770 -6.914 -0.582
C: 1.542 7.552 -2.443
C: -1.495 1.038 -5.084
C: 0.009 2.226 2.993
C: 6.559 -4.195 0.109
C: -7.572 -3.616 0.307
C: 0.738 -0.934 -0.869
C: 2.129 7.033 -4.865
C: -0.792 2.660 1.785
C: -3.355 -3.785 -1.090
C: -5.181 3.566 1.064
C: -0.353 5.318 -7.323
C: 1.686 0.167 -0.535
C: -3.889 -1.501 2.606
C: -7.808 -3.649 1.796
C: -2.197 1.960 -0.311
H: 2.179 -0.087 0.403
H: 1.631 -4.912 2.194
H: -5.524 0.126 1.361
H: -0.908 6.881 -3.183
H: 5.791 3.664 2.273
H: -4.527 -0.902 3.257
H: -0.473 -3.226 7.488
H: 2.582 5.115 -3.319
H: 8.435 3.875 1.779
H: -1.423 2.161 -1.052
H: -5.324 4.643 0.973
H: 2.618 7.448 -2.304
H: 6.860 -5.218 -0.114
H: -8.828 -3.356 2.046
H: -1.876 6.369 -5.401
H: 7.154 2.122 5.097
H: 2.103 6.295 -5.666
H: 2.293 -3.652 0.319
H: 1.202 4.617 -4.374
H: -1.502 -6.646 -0.559
H: 6.481 0.520 4.934
H: 5.343 4.309 4.862
H: -1.850 -3.244 2.058
H: 2.544 -6.412 1.811
H: 2.895 3.089 0.178
H: -1.427 5.374 -7.504
H: 4.799 -2.891 0.061
H: 4.312 1.383 4.539
H: 0.681 -0.883 -1.956
H: -2.694 4.062 -0.233
H: 7.893 0.973 3.901
H: -1.186 0.767 0.906
H: 0.780 -6.490 1.925
H: -5.456 3.244 2.068
H: -0.578 -5.134 0.549
H: -0.054 4.393 -6.831
H: 6.517 -4.016 1.183
H: 3.922 2.701 3.417
H: -0.466 8.015 -4.432
H: 6.748 0.664 1.827
H: -0.895 5.046 -4.852
H: 2.507 -4.117 -1.298
H: 3.934 3.679 5.649
H: -3.652 -1.676 -1.677
H: 3.685 1.188 1.919
H: 0.213 -1.470 3.351
H: 1.029 7.136 -1.575
H: -2.767 -2.549 4.117
H: -3.513 -4.866 -3.972
H: 0.090 -4.207 -0.811
H: 2.547 -7.466 -0.053
H: 1.090 4.976 -1.312
H: -3.446 -1.855 -3.797
H: 6.984 3.821 3.523
H: 5.468 -0.043 2.825
H: -7.375 -2.553 0.169
H: 4.036 3.834 -0.688
H: 0.922 3.498 -2.210
H: 0.103 -8.121 0.211
H: 0.224 9.287 -2.434
H: -2.289 1.184 4.973
H: -2.429 1.362 1.718
H: 0.271 -8.281 -1.423
H: -0.206 4.890 -2.194
H: 8.475 2.216 1.769
H: 7.189 3.026 0.833
H: 2.060 -6.463 -1.531
H: 1.066 -3.759 4.281
H: 4.188 -5.146 1.039
H: 0.243 3.094 3.610
H: -6.447 -4.316 -2.241
H: 7.301 -3.549 -0.360
H: 0.018 5.318 -8.348
H: -2.160 -0.926 3.796
H: -1.437 3.516 1.981
H: -5.454 -1.315 0.492
H: 3.516 2.266 -1.163
H: 4.385 0.384 0.584
H: -6.551 -5.377 -0.150
H: -5.227 -6.409 -2.426
H: -0.206 3.023 0.940
H: -5.972 3.176 0.422
H: -1.513 -1.720 1.631
H: -1.506 2.657 5.264
H: 3.153 7.002 -4.492
H: 1.799 9.565 -1.725
H: -0.336 -4.641 6.518
H: -4.347 -6.239 -0.833
H: -3.398 -6.322 -2.363
H: -8.457 -3.891 -0.266
H: 2.401 0.343 -1.338
H: -2.665 1.044 -0.673
H: 1.969 8.042 -5.245
H: 1.645 9.568 -3.463
H: 1.039 -3.526 6.848
H: -4.962 -4.007 -3.946
H: 0.464 -2.763 2.123
H: 5.509 3.102 6.032
H: -5.483 -4.121 0.591
H: -2.490 -4.447 -1.031
H: -7.652 -4.600 2.304
H: -3.829 3.062 -1.145
H: -7.097 -2.987 2.290
H: 1.191 -1.920 -0.770
H: 4.392 -5.835 -0.493
H: -4.707 0.132 -0.211
H: 5.240 -3.709 -1.430
H: -0.543 -4.336 3.895
H: -2.535 2.465 3.771
H: -3.660 -3.543 -0.072
H: -0.791 -6.240 -2.037
H: -5.767 -2.836 -1.558
H: 1.167 1.123 -0.458
H: -4.426 -2.411 2.338
H: -1.947 -2.027 -1.644
H: 0.888 1.729 2.584
H: -2.136 -3.020 -3.780

## Properties
Energy relative to the best compared isomer or geometry (same formula, charge and spin) (kJ/mol): 0.0
Gap between HOMO and LUMO (eV): 6.4
E (Ha): -3714.2823
Charge: +4

These are the Löwdin partial charges, in e, on atoms 1 to 99: S 0.465; F 0.064; F 0.143; F 0.142; O -0.353; O -0.181; O -0.320; O -0.201; O -0.203; O -0.359; O -0.355; O -0.201; O -0.205; O -0.159; N -0.193; N 0.079; N -0.230; N 0.091; N -0.213; N -0.229; C -0.128; C -0.185; C -0.199; C -0.070; C -0.093; C -0.057; C -0.197; C -0.047; C -0.058; C -0.052; C -0.058; C -0.026; C -0.190; C 0.048; C -0.086; C -0.170; C -0.079; C -0.143; C -0.151; C -0.053; C 0.040; C -0.085; C -0.107; C -0.266; C -0.080; C 0.050; C -0.192; C -0.103; C -0.222; C -0.104; C -0.207; C -0.107; C -0.050; C -0.071; C -0.124; C -0.628; C -0.209; C -0.092; C -0.229; C -0.459; C 0.005; C -0.063; C -0.090; C -0.078; C -0.075; C -0.120; C -0.162; C -0.104; C -0.080; H 0.052; H 0.083; H 0.103; H 0.136; H 0.127; H 0.146; H 0.096; H 0.127; H 0.103; H 0.112; H 0.098; H 0.120; H 0.090; H 0.092; H 0.146; H 0.098; H 0.105; H 0.104; H 0.130; H 0.106; H 0.108; H 0.083; H 0.151; H 0.104; H 0.077; H 0.098; H 0.101; H 0.127; H 0.090; H 0.127